No. 1
The following is a quantum chemistry calculation of a structure of composition C15H48AsF6O9, from the OMol25 dataset.

The total energy is -4112.6854 hartree. For the energy above the lowest of the compared OMol25 structures with the same formula, charge and spin, the calculation gives 0.0 kJ/mol. As for the HOMO energy: -7.451 eV. The net charge is -1. The calculation puts the lowest unoccupied orbital energy at 2.633 eV. The frontier orbital gap is 10.1 eV.

Atoms and positions in Å:
H (17.5048, 3.4386, -19.9998)
H (7.3327, 5.1054, -16.8748)
O (8.2565, 5.9632, -14.3320)
H (11.3699, 1.1689, -19.4559)
H (9.8814, -0.4678, -19.4434)
C (6.8206, 4.8437, -15.9475)
H (10.1942, 7.8898, -18.1777)
C (10.4116, 7.6700, -17.1262)
C (16.6470, 3.5303, -19.3303)
F (9.8425, 2.4682, -20.3193)
H (10.5423, 9.7186, -16.5368)
O (15.4243, 3.2682, -21.2896)
O (10.1120, 0.3087, -21.9271)
H (13.3094, 2.7428, -19.8048)
H (8.8551, 6.0736, -15.0843)
H (11.4612, 6.3630, -23.6792)
H (10.0071, 1.2578, -17.4725)
C (10.8160, 0.6543, -17.0617)
C (14.1344, 3.1950, -19.2579)
H (5.2804, 3.8694, -20.8334)
H (16.9817, 3.1116, -18.3791)
H (12.0613, 6.8074, -25.3086)
H (12.2954, -0.8328, -17.6504)
H (6.0009, 6.3409, -12.9283)
H (16.3946, 4.5852, -19.2267)
H (15.5546, 1.7255, -19.8647)
C (10.5865, -1.0851, -18.8932)
H (6.2188, 3.7150, -19.6530)
H (12.4251, 8.3288, -17.1808)
H (9.5975, 5.9262, -17.5005)
As (9.7373, 4.1635, -19.9436)
H (7.2242, 3.8623, -15.6769)
F (8.0710, 3.8985, -19.5578)
C (6.0110, 5.5518, -13.6811)
C (11.3263, 4.7534, -25.1419)
F (10.2161, 3.9030, -18.3223)
H (10.0342, -1.7405, -18.2047)
F (11.3503, 4.4426, -20.4127)
H (10.0575, 1.0041, -21.2618)
H (10.3434, 6.7119, -24.9414)
H (5.7697, 4.6543, -16.1891)
H (11.1242, -1.7686, -19.5468)
F (9.2215, 4.4806, -21.5843)
H (10.4922, 4.5768, -25.8303)
H (14.1446, 2.6700, -18.2970)
H (4.9895, 5.5497, -14.0719)
O (11.1426, 3.9679, -23.9652)
O (10.8390, 4.0475, -15.3935)
C (11.5368, -0.1898, -18.0924)
H (10.7575, 3.5726, -16.2265)
C (12.6186, 4.2701, -25.7527)
H (12.1665, 7.1166, -15.9787)
O (12.1175, 0.7080, -19.0592)
H (12.2230, 6.6323, -17.7079)
H (10.6135, 4.9567, -15.6215)
O (5.2916, 3.8601, -19.8736)
O (9.5822, 6.5532, -16.7704)
C (6.9312, 5.8728, -14.8529)
H (7.7221, 5.8910, -21.9435)
H (6.6551, 6.8682, -15.2311)
H (12.6345, 4.4168, -26.8374)
H (13.9617, 4.2632, -19.1522)
H (13.5328, 4.6830, -25.3317)
C (11.8924, 7.3909, -17.0018)
H (10.5028, 4.3421, -23.3499)
H (14.5442, 3.1030, -21.6448)
H (10.4352, 0.0498, -16.2325)
O (7.2346, 6.5538, -21.4446)
H (6.3264, 4.6042, -13.2487)
H (9.8069, 0.7371, -22.7309)
C (9.9315, 8.8459, -16.2974)
H (8.8935, 9.0793, -16.5218)
C (15.4524, 2.8139, -19.9218)
C (11.3128, 6.2412, -24.7522)
H (7.7236, 6.6141, -20.6180)
F (9.5077, 5.8501, -19.5683)
H (10.0491, 8.6139, -15.2370)
H (11.5429, 1.3327, -16.6044)
H (12.6339, 3.1830, -25.6373)

Atomic partial charges in e from the Löwdin method, atoms 1 to 2:
1 H 0.073
2 H 0.063

***

No. 2
The following is a quantum chemistry calculation of a cluster of 9 separate species, C15H48N6O9 in total, from the OMol25 dataset.

The total energy is -1605.8598 hartree. For the energy above the lowest of the compared OMol25 structures with the same formula, charge and spin, the calculation gives 544.2 kJ/mol. As for the HOMO energy: -8.572 eV. The calculation puts the lowest unoccupied orbital energy at -0.032 eV. As for the SMILES: NC(N)=O.NC(N)=O.NC(N)=O.CCO.CCO.CCO.CCO.CCO.CCO. The frontier orbital gap is 8.5 eV.

Atoms and positions in Å:
O (2.4047, -0.9961, -2.6923)
O (-2.0323, 3.7789, 3.1127)
H (2.4977, 3.0059, 2.9327)
H (4.0427, 5.0369, -2.8353)
H (-3.4613, 0.4379, -0.8993)
H (2.4947, 1.5479, -1.4083)
H (1.8857, -3.7871, 0.1497)
O (0.0717, 2.4759, 1.8307)
H (2.7787, 1.7139, 1.6757)
O (0.3327, -0.0761, 1.3827)
N (2.1727, -3.3311, -3.2133)
H (-2.1783, 2.5129, 4.3817)
N (0.3487, 1.3379, -3.4073)
C (3.3507, 3.2139, -1.7743)
C (-3.0713, 1.6749, 2.5547)
H (1.4607, -3.7361, 1.8257)
H (-2.2353, 2.7069, -2.7813)
H (-1.6993, -0.3951, 3.4637)
C (-0.4503, 2.2779, -3.0473)
H (0.0107, 0.4559, -3.8923)
H (0.2607, -3.1771, -1.4103)
H (1.3197, 1.4749, -3.3543)
H (-2.1513, 1.3059, 2.0977)
C (-2.8423, 2.7749, 3.5567)
O (-2.7983, -0.1281, -0.4903)
H (-3.0043, -3.2421, -0.8933)
H (2.9837, 3.8639, -3.8273)
H (3.9877, 3.1139, -0.9633)
C (-0.0653, -4.7741, 0.5357)
C (-2.7823, -2.4891, -0.1973)
O (2.9427, 1.9319, -2.1433)
C (-1.7033, -1.3631, 3.0837)
C (1.1057, 3.1609, 1.0407)
C (-2.8793, -1.3171, -1.1433)
H (-1.9813, 1.0259, -3.4773)
H (4.6887, 3.5149, -3.4083)
H (1.8667, -4.2141, -2.8713)
C (2.3547, 2.7649, 1.7997)
H (-0.4883, -2.2851, 4.7627)
H (2.2017, -0.0711, -1.1383)
N (0.6947, -2.3671, -1.8323)
H (0.3877, -1.4521, -1.4033)
N (2.0267, 0.1399, -0.2413)
H (-0.4753, -3.0801, 3.1597)
C (1.0247, -3.7641, 0.8277)
H (-1.9083, -2.6841, 0.2907)
O (-0.1293, 3.5139, -2.6243)
H (-1.0603, -0.0601, -0.6103)
H (-3.5913, -2.3801, 0.4987)
N (-0.0773, 0.0219, -0.9503)
H (0.0767, 0.5999, -1.7793)
H (0.8457, 4.2019, 1.0727)
H (-1.9333, -1.3881, -1.6723)
H (0.4117, -1.5681, 3.5047)
H (-3.5763, 0.7639, 2.8707)
H (-1.2453, 3.4429, 2.7537)
O (-0.4153, -4.6691, -0.7903)
C (-0.5523, -2.1391, 3.6317)
H (-0.9243, -4.5261, 1.2037)
H (-3.7123, 2.0409, 1.8187)
H (-3.7753, -1.3311, -1.7413)
N (-1.6113, 1.8779, -3.0423)
C (3.7727, 3.9949, -3.0493)
H (1.0347, 2.7889, 0.0377)
H (-1.1163, -5.2681, -1.0043)
C (0.7817, 0.0559, 0.1317)
H (2.7707, 0.1039, 0.4297)
H (0.5327, -2.7291, 0.7557)
H (3.2007, 3.3169, 1.4707)
H (-3.7603, 3.0819, 4.0507)
H (-1.6693, -1.3201, 1.9777)
O (-2.8673, -2.0291, 3.4537)
H (0.3387, -5.8171, 0.7267)
H (-2.9193, -2.8441, 3.0167)
H (0.4617, 1.6219, 1.8447)
C (1.8467, -2.2521, -2.5303)
H (2.9297, -3.3281, -3.8693)
H (2.4447, 3.7019, -1.3053)

Atomic partial charges in e from the Löwdin method, atoms 1 to 2:
1 O -0.130
2 O -0.061

***

No. 3
The following is a quantum chemistry calculation of a structure of composition C15H50B3N2O5Zn, from the OMol25 dataset.

The total energy is -2940.7005 hartree. As for the HOMO energy: -5.318 eV. The net charge is -1. The calculation puts the lowest unoccupied orbital energy at 2.300 eV. The frontier orbital gap is 7.6 eV.

Atoms and positions in Å:
H (-3.1063, 0.1199, 1.0668)
H (-3.3590, -1.5638, -5.0048)
H (-1.7476, 3.5490, -3.2470)
H (0.1388, -0.8416, -2.0658)
H (5.9101, -2.3980, 3.2336)
C (-0.3134, 1.9853, -3.4969)
H (-4.5232, -0.1963, 1.8244)
H (2.9365, -3.6696, -2.1287)
C (1.7193, -1.3772, 2.6587)
H (0.4808, 0.0551, 0.1769)
C (5.1326, -1.9398, 3.8448)
O (-2.0701, 0.9615, 3.6657)
C (-3.4730, -0.0526, 2.0786)
C (1.2607, -3.0112, -0.1844)
H (-5.3481, 1.1815, 3.6605)
H (0.0330, -1.8517, 1.1351)
H (-1.4854, 0.0186, -2.0662)
H (2.2293, 1.5151, 0.1504)
C (-3.1827, -0.5841, -4.5606)
C (-0.8006, -0.9008, -4.0073)
H (-3.2272, 2.8601, -0.6697)
C (-1.6038, 2.5658, -2.7989)
H (0.7997, -1.0106, 3.1149)
H (-2.5235, 2.0055, -2.9667)
C (2.8179, -1.3919, 3.7434)
H (2.5148, 0.1384, -0.9755)
H (-3.4417, -0.6608, -3.5046)
N (0.3418, 0.9277, -2.7688)
H (2.2827, 1.7587, -1.6061)
H (2.3524, 3.5766, -0.5010)
H (0.4856, -3.2820, -0.9014)
H (-3.4104, 2.1004, 2.6965)
H (1.6007, -2.0493, -0.5680)
H (-1.4918, 0.8843, 2.9034)
O (4.0083, -1.8022, 3.0538)
H (-1.1787, 0.5990, -0.0199)
H (-4.4903, -0.1184, 4.4402)
C (-2.1817, 3.0988, -0.4749)
H (-0.9180, -1.9722, -3.8449)
H (1.8679, -5.0741, -1.7715)
O (2.3218, -3.9002, -0.1538)
N (1.7419, -2.7214, 2.1020)
B (2.6718, 1.1874, -0.7775)
H (-2.0496, 2.6426, 0.5062)
H (3.5103, -5.1716, -1.3281)
H (0.0048, 1.5917, 0.9107)
C (0.6013, -2.7800, 1.1938)
C (-0.5616, -0.2008, -2.6016)
C (-4.4023, 0.9251, 4.1378)
H (1.3402, 5.0302, -0.6163)
H (-0.5080, 1.7845, -4.5504)
H (-3.8280, 0.1120, -5.0965)
H (-0.0059, -3.6775, 1.3115)
B (-0.3260, 0.6007, 0.6412)
H (1.9694, -0.7475, 1.8049)
H (5.0930, -2.4334, 4.8159)
Zn (0.5683, 1.8374, -0.7854)
H (-3.1931, -1.0851, 2.2874)
H (0.9148, 3.5900, -1.5353)
H (0.4188, 2.7786, -3.6475)
B (1.3469, 3.9512, -0.6149)
H (5.4593, -0.9238, 4.0667)
O (-1.7958, -0.3423, -4.8681)
H (1.4253, -3.3606, 2.8170)
C (2.6923, -4.4565, -1.4150)
H (3.6991, 1.4405, -0.5654)
H (2.8788, -0.3926, 4.1745)
H (2.5408, -2.1201, 4.5057)
H (1.0450, 0.5411, -3.3822)
H (-0.4812, 0.0946, 1.5815)
H (0.6214, 3.5387, 0.0691)
H (-4.1806, 1.3782, 5.1040)
H (-2.1292, 4.1875, -0.4664)
C (-3.3164, 1.0789, 3.0650)
O (-1.2382, 2.6064, -1.4273)
H (0.1139, -0.7367, -4.5774)

Atomic partial charges in e from the Löwdin method, atoms 1 to 2:
1 H 0.055
2 H 0.077

***

No. 4
The following is a quantum chemistry calculation of a cluster of 11 separate species, C15H50N19O12 in total, from the OMol25 dataset.

The total energy is -2545.2656 hartree. For the energy above the lowest of the compared OMol25 structures with the same formula, charge and spin, the calculation gives 0.0 kJ/mol. As for the HOMO energy: -7.098 eV. The net charge is -1. The calculation puts the lowest unoccupied orbital energy at 2.113 eV. The frontier orbital gap is 9.2 eV.

Atoms and positions in Å:
O (-4.4435, 3.1822, 3.0285)
H (-4.2544, -1.8795, 1.6982)
O (2.0644, 1.3713, 3.5960)
H (0.7585, -4.4841, -0.5421)
C (-1.2128, -4.8106, -0.3712)
C (-0.0297, -0.2450, 0.4677)
H (2.0037, -0.9120, -1.9275)
H (2.8224, 1.2609, -2.7439)
N (1.0170, -1.1521, 3.1339)
H (0.7322, 1.5699, -3.5655)
H (-2.4953, -1.7354, 1.4208)
H (1.8573, 2.4374, 1.2444)
C (2.9817, 1.8370, 2.9031)
N (-3.3915, 2.5622, -1.3745)
H (3.5243, -3.8038, -3.1768)
H (-2.4448, -4.5020, 1.3702)
N (0.8265, 1.3390, -4.5373)
O (-0.9526, 1.8921, -0.0696)
H (0.6471, 4.4218, 2.4740)
O (-2.1366, -0.7520, 3.6622)
H (1.9417, 4.0903, -1.2901)
H (0.7392, 3.1159, -0.5161)
C (-2.9697, -1.8838, -1.5852)
H (-1.9242, -5.5017, -0.8320)
H (1.6469, -0.3690, 3.3030)
H (-3.2437, 5.0170, 1.7293)
H (1.5814, 1.5782, -5.1518)
H (-4.6251, 0.1180, 0.2444)
N (-4.4318, -0.7009, 3.7353)
H (0.6780, -0.0254, 1.2688)
N (-3.3162, -1.6863, 1.9939)
H (-0.6668, -4.5200, 1.7034)
N (4.2821, 1.7709, 3.2882)
O (3.4984, -0.7494, -3.8946)
H (2.3390, -2.6252, -1.6606)
H (4.5250, 1.2177, 4.0868)
H (-2.8997, 1.2157, 2.9783)
H (-1.4001, -6.0059, 1.4063)
C (3.2102, -1.7749, -3.2712)
H (-2.3256, -0.9974, -1.6119)
C (-1.4850, -4.9533, 1.1211)
H (0.0291, -0.9828, 3.0483)
H (-2.4573, 2.4433, -0.9908)
H (6.2113, 1.0809, -2.6178)
H (3.5389, -3.0957, 3.1320)
C (1.6337, -2.3513, 3.0166)
N (0.5015, 4.0463, 1.5464)
N (0.1427, -5.2779, -0.6920)
N (3.1778, 1.8839, -2.0352)
C (-1.3783, -3.3675, -0.8366)
C (-3.2287, -1.0582, 3.1976)
N (-3.9515, 0.7169, -0.1839)
H (-1.0603, -3.3636, -1.8891)
H (-2.9931, 0.8836, 0.0791)
H (-0.1399, 3.2882, 1.3961)
C (-0.2082, 0.9558, -0.4671)
H (3.4324, -1.4162, 3.4343)
H (-0.9461, -0.5527, 0.9754)
H (-2.8741, -2.2388, -2.6171)
O (-5.5344, 1.7474, -1.4513)
O (-2.6770, -2.8701, -0.6180)
N (-2.8179, 4.1075, 1.7498)
N (5.2186, 1.0999, -2.5021)
H (-0.5528, -2.7570, -0.4467)
N (2.9706, -2.2702, 3.1854)
H (0.4488, -5.9823, -0.0333)
O (0.4881, 0.9551, -1.5118)
H (-5.2001, -1.2654, 3.4176)
N (1.4327, 3.8461, -0.4598)
H (4.6151, 0.4223, -2.9502)
N (-2.5473, 2.0074, 2.4646)
C (1.4879, 4.5134, 0.7230)
N (3.8386, -2.9422, -3.5835)
O (2.3743, 5.2981, 1.0395)
H (-3.9662, -1.5827, -1.2746)
H (3.4821, 2.8660, 1.2220)
H (4.7477, -2.7755, -3.9764)
H (4.9612, 2.2411, 2.7177)
O (1.0309, -3.3138, 2.5237)
H (2.4790, 2.3569, -1.4891)
N (2.3173, -1.8183, -2.2562)
H (0.3186, -1.1054, -0.1014)
C (-3.3840, 3.0959, 2.4082)
O (-0.2975, 0.4545, -6.3309)
H (-1.7283, -0.5157, -4.6216)
H (-3.6248, 3.2385, -2.0786)
H (-2.0221, 3.9596, 1.1594)
H (-1.6489, 1.8880, 2.0367)
C (-4.3704, 1.6837, -1.0732)
H (-0.7959, 0.2499, -3.2704)
H (-4.4321, -0.3402, 4.6734)
C (-0.2142, 0.6676, -5.1131)
N (-1.0699, 0.1359, -4.2365)
C (4.4955, 2.0216, -1.8107)
N (2.7631, 2.3091, 1.6595)
O (4.9558, 2.8514, -1.0232)

Atomic partial charges in e from the Löwdin method, atoms 1 to 2:
1 O 0.001
2 H 0.097

***

No. 5
The following is a quantum chemistry calculation of a cluster of 11 separate species, C15H52O11 in total, from the OMol25 dataset.

The total energy is -1430.1517 hartree. For the energy above the lowest of the compared OMol25 structures with the same formula, charge and spin, the calculation gives 464.4 kJ/mol. As for the HOMO energy: -9.216 eV. The calculation puts the lowest unoccupied orbital energy at 0.321 eV. As for the SMILES: CCO.CCO.CCO.CCO.CO.CO.CO.CO.CO.CO.CO. The frontier orbital gap is 9.5 eV.

Atoms and positions in Å:
H (1.1661, -2.0176, -3.8293)
H (-2.8857, -3.7390, 1.4659)
H (-2.0813, 4.3429, -0.5133)
H (1.4120, -1.1360, 2.9087)
H (0.3910, -1.3754, 0.6816)
H (-3.5704, -0.7035, 0.5198)
H (-1.7420, -0.8599, 4.0276)
H (0.6609, -3.9394, -0.5046)
H (1.9607, 5.4720, 0.1249)
O (-3.1149, 5.3064, 0.9989)
H (-1.7681, 0.4012, 1.2077)
H (-0.5634, 1.8199, 0.3073)
H (2.0532, 2.2976, 2.0239)
H (-0.9556, -1.6148, 2.5947)
H (2.1365, 3.0700, -2.4343)
H (0.4164, 2.9712, 3.2455)
C (0.5584, 1.8806, 3.2341)
C (-0.2871, -0.1801, -0.7293)
H (2.4533, -2.8866, 0.9045)
H (2.3098, -2.7105, 3.1727)
H (3.1217, -1.2829, 2.5005)
C (0.4670, 1.3999, 4.6592)
C (1.9658, 3.4759, -3.4342)
H (-1.2126, -0.3234, -1.2945)
C (-2.6087, -3.6900, 0.4107)
H (0.1895, -4.8730, -4.4810)
C (1.4473, 4.5229, 0.3144)
H (1.2521, 1.8378, 5.2708)
H (-2.3956, 5.9358, 1.0922)
O (-0.3491, -3.2413, -5.6566)
O (-0.1389, -5.7509, -1.0217)
H (-1.8990, -5.3334, -0.4093)
O (0.6282, 3.9037, -3.5667)
H (0.5036, -0.6360, -1.3289)
C (-1.2298, -1.7440, 3.6432)
H (1.4838, -3.4573, -2.8416)
H (0.6912, 4.7463, 1.0631)
H (-0.3997, -3.8187, -6.4256)
H (-0.1636, -2.7527, -3.1269)
H (0.4612, 4.0010, -4.5104)
O (-2.5938, 0.7486, 1.5712)
C (2.9391, 4.6265, -3.6764)
H (-3.2616, 3.3128, 0.3915)
H (2.6665, 5.4009, -2.9521)
H (-2.9221, -2.6294, 3.7068)
H (0.1535, -6.6460, -1.2113)
H (1.5164, -4.0783, -5.2988)
O (2.4763, 3.6147, 0.7435)
O (-0.4390, -0.8826, 0.5195)
H (-3.7425, 1.0249, -0.1043)
H (-3.2529, -2.9494, -0.0658)
H (2.2346, 2.6434, -4.0980)
H (4.0036, 4.4130, -3.6000)
H (-0.1195, 1.8394, -1.3922)
H (-0.5112, 1.7302, 5.0205)
H (-1.7398, 3.7702, 1.1310)
H (1.3654, -5.3501, 0.3721)
H (1.0080, 4.1543, -0.6146)
C (-0.0040, 1.2802, -0.4563)
H (-0.3212, -1.8029, 4.2458)
C (0.9644, -4.9788, -0.5773)
C (-3.6920, 0.3523, 0.7568)
O (1.8641, 1.6183, 2.6941)
H (-0.1897, 1.4405, 2.5680)
C (0.5719, -3.8850, -4.7684)
C (-2.5343, 4.1146, 0.4575)
H (1.0207, 1.3946, -0.0844)
O (-2.7642, -4.9200, -0.2660)
H (-4.6217, 0.4958, 1.3061)
H (2.7741, 5.0693, -4.6627)
O (-2.0109, -2.9360, 3.7354)
H (-1.5779, -3.3306, 0.3693)
H (0.5062, 0.3111, 4.7223)
C (0.8061, -3.0176, -3.5630)
H (3.2878, 3.8750, 0.3081)
C (2.1733, -1.8208, 2.5565)
H (1.7999, -5.0558, -1.2832)
O (1.8019, -2.2660, 1.2348)

Atomic partial charges in e from the Löwdin method, atoms 1 to 2:
1 H 0.077
2 H 0.063